1.
74
Properties=species:S:1:pos:R:3:forces:R:3 method="wB97M-V/def2-TZVPD" e_above_lowest_ev=1.185 orbital_gap_ev="5.5 / 6.4" max_force_ev_per_a=2.4 e_lumo_ha="-0.37527 / -0.34364" e_homo_ev="-15.70 / -15.72" total_energy_ha=-3166.151360 s_squared=8.77 multiplicity=6 total_charge=+3
Sm -0.191 0.582 0.039 -1.06 -1.49 0.41
P -1.428 -0.299 2.544 -0.56 -0.52 1.22
P 1.131 -2.016 0.643 1.04 -0.79 -0.32
P -2.846 -2.446 -1.795 0.46 1.11 -0.47
H -1.694 4.351 -3.293 -0.16 -0.81 0.28
C -2.505 3.618 -3.147 -1.07 0.74 0.25
C -3.083 3.353 -1.963 -1.10 1.76 -1.19
H -2.717 3.755 -1.019 -0.22 0.17 -0.23
C -0.947 0.729 3.981 0.11 0.42 -0.20
C -1.094 -1.951 3.270 0.23 -0.11 -0.29
C -3.248 -0.279 2.711 -0.20 0.38 -0.39
C 2.155 -2.205 -0.870 -0.06 0.11 -0.09
C 2.498 -1.902 1.875 -0.32 0.23 0.04
C 0.676 -3.779 0.885 -0.39 0.01 0.14
C -4.336 -2.379 -2.800 -0.28 -0.43 -0.24
C -3.003 -2.944 -0.083 -0.44 -0.44 0.08
C -1.383 -3.121 -2.614 -0.13 -0.55 -0.52
H -2.974 3.246 -4.062 0.10 0.23 0.25
H -4.099 2.956 -1.908 0.50 -0.15 -0.11
H -1.017 1.792 3.725 -0.01 -0.08 0.20
H 0.078 0.510 4.292 -0.18 -0.02 0.05
H -1.627 0.515 4.813 0.20 0.05 -0.12
H -0.018 -2.158 3.304 -0.24 0.03 0.17
H -1.573 -2.728 2.664 0.03 0.12 0.20
H -1.503 -1.979 4.289 0.09 -0.01 -0.27
H -3.660 0.480 2.041 -0.15 -0.04 0.19
H -3.503 -0.028 3.747 -0.06 -0.13 -0.24
H -3.690 -1.245 2.447 0.14 0.16 0.11
H 2.832 -3.055 -0.717 -0.10 0.20 -0.20
H 2.761 -1.305 -1.035 -0.05 -0.17 -0.07
H 1.524 -2.385 -1.751 0.26 -0.01 0.15
H 3.023 -2.866 1.854 0.00 0.35 0.07
H 2.088 -1.734 2.878 0.28 -0.03 -0.15
H 3.181 -1.085 1.604 -0.15 -0.28 0.15
H 1.609 -4.361 0.950 -0.34 0.18 -0.14
H 0.069 -4.145 0.044 0.22 0.02 0.32
H 0.126 -3.911 1.825 0.12 -0.08 -0.34
H -4.421 -3.261 -3.455 -0.32 0.41 0.24
H -4.248 -1.442 -3.388 -0.02 -0.62 0.12
H -5.218 -2.251 -2.146 0.33 -0.29 -0.31
H -3.787 -3.713 -0.024 0.32 0.14 0.42
H -3.308 -2.040 0.454 -0.13 -0.25 0.03
H -2.052 -3.304 0.336 -0.37 -0.02 -0.26
H -1.721 -3.791 -3.420 0.38 0.09 0.19
H -0.708 -3.668 -1.948 -0.36 -0.02 -0.05
H -0.808 -2.302 -3.055 -0.17 -0.08 -0.08
C -1.242 1.308 -2.152 0.69 1.25 0.06
C -0.681 0.800 -3.329 -0.40 0.14 0.20
C 0.239 1.559 -4.054 0.25 0.24 0.06
C 0.829 2.687 -3.484 -0.15 -0.27 -0.26
C 0.472 3.054 -2.195 -0.12 0.27 0.40
C -0.592 2.463 -1.516 -0.21 -0.95 -1.81
S -2.720 0.716 -1.471 0.92 1.18 1.57
H -2.693 -0.950 -1.778 0.58 -1.73 0.22
H -1.126 -0.095 -3.758 0.04 0.25 -0.12
H 0.440 1.294 -5.085 0.20 -0.09 0.10
H 1.491 3.332 -4.055 0.06 -0.31 0.11
H 0.961 3.894 -1.737 0.07 0.40 0.06
H -1.131 3.024 -0.731 0.63 -0.54 -0.10
N 6.249 2.841 2.625 -0.78 -0.28 -0.72
C 5.573 3.052 1.452 1.67 0.94 0.00
O 6.003 3.757 0.550 -0.92 -0.90 0.67
C 4.228 2.399 1.352 -0.95 -0.15 0.12
C 3.488 2.024 2.489 0.03 -0.17 -0.02
C 2.225 1.476 2.338 -0.21 0.27 -1.15
N 1.685 1.320 1.093 1.30 0.01 0.25
C 2.428 1.598 -0.029 0.18 0.44 1.44
C 3.673 2.207 0.081 -0.28 -0.34 -0.49
H 7.205 3.153 2.628 0.21 0.11 0.15
H 5.999 2.072 3.229 0.26 0.19 -0.05
H 3.878 2.165 3.496 -0.08 0.01 -0.31
H 1.594 1.148 3.171 0.40 0.37 -0.35
H 1.990 1.368 -1.027 0.31 0.27 0.59
H 4.191 2.527 -0.824 0.15 -0.12 0.38


2.
74
Properties=species:S:1:pos:R:3:forces:R:3 method="wB97M-V/def2-TZVPD" e_above_lowest_ev=4.339 orbital_gap_ev="5.9 / 7.4" max_force_ev_per_a=4.5 e_lumo_ha="-0.35170 / -0.35958" e_homo_ev="-15.49 / -17.18" total_energy_ha=-3357.553404 s_squared=0.76 multiplicity=2 total_charge=+3
Ti 1.455 -0.198 -0.543 -2.63 -0.51 0.75
P -0.011 1.629 1.007 -1.66 2.72 1.39
P -3.550 -1.332 -0.873 -1.18 -0.57 -0.03
P 3.277 1.171 -0.022 2.20 2.52 0.62
H 1.238 -1.098 -3.152 0.57 -0.27 0.68
C 2.020 -0.849 -2.413 0.19 0.13 -0.88
C 2.316 -1.757 -1.334 0.44 -0.13 -1.48
H 1.804 -2.711 -1.468 0.88 -0.27 0.90
C -0.812 3.114 0.179 0.00 -0.47 -0.58
C -1.424 1.262 2.172 0.00 -0.84 -0.21
C 0.833 2.679 2.305 0.75 -0.30 0.06
C -4.933 -2.067 -1.728 -0.84 0.04 -0.11
C -3.490 -1.740 0.856 -0.29 0.14 1.04
C -3.285 0.391 -1.231 -0.13 1.04 0.03
C 4.674 0.657 -1.037 0.03 -0.17 -0.05
C 4.020 1.437 1.614 0.11 -0.42 0.59
C 2.978 2.886 -0.601 -0.25 0.03 -0.29
H 2.821 -0.311 -2.949 -0.38 0.03 0.54
H 3.324 -1.505 -0.877 -0.84 -1.36 -0.15
H -1.324 3.758 0.925 0.44 -0.50 -0.35
H -1.553 2.799 -0.576 0.29 0.19 0.23
H -0.030 3.692 -0.332 -0.30 -0.04 0.11
H -1.749 2.164 2.727 0.35 -0.41 -0.49
H -1.090 0.510 2.897 -0.14 0.14 -0.04
H -2.282 0.846 1.634 0.10 0.14 0.15
H 0.111 3.392 2.741 0.16 -0.46 -0.36
H 1.663 3.266 1.899 -0.21 -0.13 0.10
H 1.220 2.037 3.111 -0.12 0.25 -0.13
H -5.829 -2.145 -1.098 -0.03 0.34 -0.28
H -4.696 -3.085 -2.046 0.10 0.05 0.06
H -5.079 -1.463 -2.633 -0.33 -0.17 0.21
H -4.417 -1.342 1.319 0.42 -0.22 -0.10
H -2.631 -1.256 1.352 -0.33 -0.27 -0.29
H -3.462 -2.830 1.040 -0.03 0.47 -0.25
H -4.092 0.788 -1.857 0.08 0.02 0.19
H -2.321 0.561 -1.739 -0.73 -0.10 0.06
H -3.229 0.954 -0.290 -0.32 -0.11 -0.14
H 5.437 1.423 -0.965 0.26 0.03 -0.05
H 4.376 0.513 -2.066 0.04 0.22 -0.23
H 5.056 -0.295 -0.693 0.31 -0.17 0.24
H 4.919 2.059 1.469 -0.31 -0.24 0.06
H 4.310 0.469 2.048 0.16 0.25 -0.16
H 3.361 1.913 2.354 0.13 -0.06 -0.43
H 3.962 3.277 -0.900 -0.38 0.05 0.06
H 2.531 3.535 0.163 0.29 -0.32 -0.17
H 2.303 2.901 -1.466 0.26 0.04 -0.02
C -1.182 -0.879 -3.170 -0.06 -0.79 -1.00
C -0.591 0.379 -3.442 -1.24 0.35 0.72
C -1.159 1.155 -4.480 0.09 -0.31 0.24
C -2.154 0.617 -5.310 -0.04 -0.94 -0.26
C -2.494 -0.768 -5.201 0.49 0.53 -0.55
C -1.914 -1.527 -4.192 -0.51 0.45 0.50
S -1.297 -1.745 -1.601 4.40 0.16 -0.69
H -2.541 -2.536 -1.639 0.07 0.31 -0.32
H 0.238 0.763 -2.816 -0.86 0.07 -0.37
H -0.849 2.202 -4.595 0.06 -0.61 -0.16
H -2.581 1.198 -6.144 0.20 -0.21 0.71
H -3.165 -1.264 -5.930 0.59 0.53 0.45
H -2.015 -2.612 -4.116 -0.49 0.33 -0.07
N 1.554 -1.132 6.001 0.22 0.85 -0.82
C 1.538 -0.468 4.799 0.56 0.45 2.07
O 1.921 0.705 4.701 -0.63 -1.62 -0.58
C 1.010 -1.274 3.659 0.22 -0.07 -0.41
C 0.196 -2.416 3.803 0.68 0.54 -0.64
C -0.200 -3.058 2.637 -0.08 0.04 -0.09
C 0.186 -2.577 1.387 0.53 0.48 0.69
N 0.989 -1.492 1.265 -0.37 0.12 0.05
C 1.403 -0.855 2.390 -0.74 -0.64 -0.37
H 1.985 -0.612 6.756 -0.12 -0.20 0.04
H 1.459 -2.132 6.108 0.06 0.26 -0.08
H -0.089 -2.807 4.779 -0.07 0.20 -0.24
H -0.821 -3.938 2.692 -0.05 -0.12 -0.03
H -0.161 -3.076 0.487 0.31 0.15 0.06
H 2.015 0.051 2.250 -0.31 -0.64 0.37